This record from OMol25 describes a molecular structure, C24H34BrN4NiO3. The level of theory is the ωB97M-V functional and the def2-TZVPD basis.

Cartesian coordinates (Å):
Ni -0.05108 0.24828 0.12459
C 4.55526 3.15867 0.08486
N 3.21527 2.79686 0.52004
C 2.65309 3.62173 1.58397
C 2.42705 1.92625 -0.11160
O 1.23376 1.80414 0.19272
C 3.00760 1.12063 -1.27212
O 2.09642 0.15058 -1.72254
C 2.50123 -1.18124 -1.52872
C 2.15195 -1.67113 -0.12603
O 1.43232 -0.97673 0.60529
N 2.60338 -2.85628 0.27417
C 3.49572 -3.69778 -0.50696
C 2.26214 -3.35685 1.60180
H 5.21524 3.19992 0.95038
H 4.96025 2.43538 -0.61460
H 4.54790 4.14016 -0.39360
H 3.42487 3.80617 2.32864
H 2.30715 4.57902 1.18884
H 1.81861 3.10263 2.04369
H 3.21323 1.81143 -2.09609
H 3.95790 0.66562 -0.97947
H 1.97715 -1.79133 -2.26723
H 3.57521 -1.28778 -1.70832
H 3.48096 -3.43179 -1.55912
H 4.51970 -3.63528 -0.13299
H 3.16152 -4.73100 -0.42465
H 1.50617 -2.71823 2.04550
H 1.87588 -4.37162 1.51206
H 3.14933 -3.37003 2.23691
Br -0.74403 0.19210 2.76492
C -1.74445 -1.39939 2.38689
C -2.41076 -1.96887 3.43095
C -3.14541 -3.15233 3.22186
C -3.17963 -3.72616 1.98582
C -2.49065 -3.14578 0.89362
C -2.52292 -3.75319 -0.38502
C -1.84618 -3.19577 -1.42909
C -1.12620 -1.99511 -1.24424
C -1.07559 -1.34680 -0.03341
C -1.75194 -1.94226 1.07178
H -2.37392 -1.51883 4.41303
H -3.67463 -3.59902 4.05235
H -3.73713 -4.63949 1.82032
H -3.09065 -4.66605 -0.51301
H -1.86810 -3.66394 -2.40548
H -0.61546 -1.57198 -2.10652
C -2.92487 0.94948 -0.27403
C -3.96531 1.89427 -0.91787
N -3.31477 3.07346 -1.47704
C -2.38569 2.65624 -2.51943
C -1.35192 1.64539 -1.96395
N -1.54438 1.47099 -0.50005
C -1.46980 2.81089 0.14643
C -2.57469 3.73816 -0.41255
H -2.98186 -0.04675 -0.70239
H -3.05787 0.85753 0.80460
H -4.70366 2.21970 -0.18413
H -4.50368 1.38564 -1.71869
H -1.88992 3.54524 -2.91217
H -2.95682 2.21256 -3.33569
H -0.32580 1.98074 -2.12333
H -1.45980 0.66114 -2.42119
H -0.47879 3.21382 -0.04390
H -1.56764 2.65647 1.22121
H -2.13965 4.65655 -0.80906
H -3.28064 4.02098 0.36908

Atoms 1-6, force components in eV/Å:
Ni 0.07 -0.09 -0.37
C 0.04 -0.01 -0.02
N -0.07 0.00 -0.01
C -0.02 0.01 0.01
C -0.02 -0.06 -0.13
O 0.02 0.06 0.23

Results
HOMO energy (alpha / beta) = -10.19 / -10.20 eV
frontier orbital gap (alpha / beta) = 8.138 / 8.146 eV
total charge = +1



This record from OMol25 describes C4H8N2O3 in the gas phase at a distorted geometry. The level of theory is the ωB97M-V functional and the def2-TZVPD basis.

Cartesian coordinates (Å):
N -1.15496 -1.04781 2.59978
C -0.14205 -0.88663 1.52890
C -0.87539 -0.89002 0.22229
O -2.08712 -0.91381 0.08027
N 0.02543 -0.81062 -0.87296
C 1.39192 -0.32828 -0.81344
C 1.11060 1.21375 -1.18119
O 1.15336 1.94791 -2.08980
O 0.54941 1.77844 -0.04679
H -0.70024 -1.51991 3.40698
H -1.84130 -1.68913 2.21441
H 0.28817 0.14235 1.65131
H 0.62151 -1.63689 1.73403
H -0.42193 -1.02363 -1.74311
H 1.61860 -0.23933 0.32613
H 1.91873 -0.95886 -1.57022
H 0.58744 2.78123 -0.19606

Atoms 1-6, force components in eV/Å:
N 0.62 -0.54 0.52
C -1.07 1.11 2.41
C 1.05 0.30 -1.79
O 1.40 -0.43 0.14
N -1.96 -1.07 1.56
C -1.73 1.65 0.25

Results
HOMO energy = -9.41 eV
SMILES = NCC(=O)NCC(=O)O
ΔE to the lowest compared entry with this formula, charge and spin = 49.61 kcal/mol
frontier orbital gap = 9.985 eV



This record from OMol25 describes a molecular structure, C24H46AlClN6OP at a distorted geometry. The level of theory is the ωB97M-V functional and the def2-TZVPD basis.

Cartesian coordinates (Å):
O -4.75493 -0.73027 -4.36007
P -3.00579 -0.88630 -4.55438
Al -2.27383 1.35705 -4.57753
Cl -2.23646 -1.93816 -2.87633
H -5.05056 -0.29180 -5.21376
H -0.77004 1.51660 -4.09061
H -2.45960 1.83828 -6.08889
H -3.29217 2.14574 -3.64745
C 3.36786 2.68234 -1.08652
C 2.31818 1.60782 -0.82112
C 1.64376 1.10619 -2.09943
C 0.93730 2.25928 -2.79359
N 0.35120 3.21581 -3.36954
H 2.92550 3.57776 -1.53447
H 3.84271 2.98940 -0.14928
H 4.14927 2.31002 -1.75899
H 1.56293 2.01161 -0.13573
H 2.79547 0.76278 -0.31274
H 0.91109 0.32911 -1.85753
H 2.38432 0.67428 -2.78125
C -5.40752 0.04987 1.60996
C -5.50481 0.87490 0.33061
C -4.29918 0.68636 -0.59212
C -3.03118 1.12109 0.12464
N -1.97920 1.48170 0.71919
H -4.54645 0.34591 2.21743
H -6.30229 0.19376 2.22386
H -5.31821 -1.01855 1.38209
H -5.60645 1.93374 0.59846
H -6.41563 0.58995 -0.20748
H -4.42302 1.28684 -1.49947
H -4.20300 -0.36333 -0.89006
C 2.18645 7.15927 -6.83985
C 1.74363 6.20315 -5.73684
C 1.55614 4.76819 -6.23309
C 0.48504 4.73362 -7.31109
N -0.40352 4.70484 -8.20541
H 1.43567 7.23756 -7.63250
H 2.33544 8.16484 -6.43387
H 3.13010 6.82955 -7.28956
H 0.80629 6.57230 -5.30287
H 2.49336 6.21072 -4.93797
H 1.25255 4.12058 -5.40386
H 2.49347 4.37737 -6.64361
C 2.05720 -0.12076 3.09964
C 1.93740 -1.59676 3.46561
C 3.07701 -2.44497 2.89786
C 3.07398 -2.35916 1.38023
N 3.07154 -2.28803 0.12122
H 2.00263 0.03313 2.01732
H 1.23892 0.45003 3.55000
H 3.00397 0.29744 3.46045
H 0.97452 -1.97534 3.10125
H 1.92900 -1.69265 4.55698
H 2.95315 -3.49052 3.19898
H 4.04321 -2.09462 3.27677
C -1.42502 -5.22491 0.00324
C -0.28759 -4.44397 -0.64734
C 1.06863 -5.13714 -0.50340
C 1.41468 -5.28737 0.96909
N 1.70184 -5.41205 2.19064
H -1.28016 -5.32565 1.08350
H -2.37733 -4.70721 -0.14934
H -1.50926 -6.22873 -0.42882
H -0.24340 -3.44332 -0.20018
H -0.51089 -4.31151 -1.71173
H 1.84700 -4.54582 -0.99703
H 1.04635 -6.12731 -0.97129
C 1.54945 -1.55524 8.24674
C 0.49977 -2.62976 8.51214
C -0.17464 -3.13138 7.23383
C -0.88111 -1.97830 6.53967
N -1.46721 -1.02177 5.96372
H 1.10710 -0.65982 7.79879
H 2.02430 -1.24818 9.18398
H 2.33087 -1.92755 7.57427
H -0.25548 -2.22597 9.19753
H 0.97707 -3.47480 9.02052
H -0.90732 -3.90847 7.47573
H 0.56592 -3.56330 6.55201

Atoms 1-6, force components in eV/Å:
O 0.66 0.47 -0.83
P -0.87 -0.77 -1.31
Al 0.24 0.69 0.44
Cl -0.54 0.36 0.30
H 0.61 -0.76 1.48
H -0.46 -0.92 -0.41

Results
HOMO energy = -3.75 eV
ΔE to the lowest compared entry with this formula, charge and spin = 110.03 kcal/mol
frontier orbital gap = 5.596 eV
total charge = -1